[1]
The following is a DFT calculation (ωB97M-V with the def2-TZVPD basis set) of 3 unconnected molecules or ions with the total composition C5H15N2O3 at a distorted geometry.

Each line ends with the Löwdin charge.
Element x y z (Å)
C  -0.73090  0.56443  -2.20619  -0.252
O  -0.48051  -0.59045  -3.01558  -0.097
C  -1.47789  0.08191  -0.95397  -0.198
C  -1.50338  1.00631  0.25150  -0.234
C  -0.16924  1.56982  0.75836  -0.246
N  2.57256  -0.07542  2.40307  -0.026
C  1.82665  0.69039  1.68651  -0.476
N  0.53031  0.42978  1.43099  -0.105
H  -1.30068  1.23694  -2.84754  0.109
H  0.22358  1.02030  -1.92744  0.102
H  -2.41105  -0.37944  -1.28593  0.114
H  -0.87959  -0.75532  -0.60969  0.065
H  -2.25701  1.79308  0.01299  0.095
H  -2.14395  0.61149  1.05080  0.097
H  0.39184  1.74167  -0.15770  0.079
H  -0.37113  2.31813  1.52507  0.099
H  2.14352  -0.95755  2.62206  -0.020
H  2.20367  1.67468  1.41730  0.083
H  0.13153  -1.06217  1.38897  -0.017
H  -0.96226  -2.21978  1.70083  0.025
H  0.81992  -1.72845  -0.29988  -0.004
O  -0.11404  -2.07510  1.25635  -0.179
H  0.22058  -1.09934  -2.61107  0.037
H  2.28840  -1.82823  -0.56155  0.041
O  1.44909  -1.96768  -1.02826  -0.092

total energy: -14551.2169 eV
largest force on an atom: 0.067 Eh/bohr
spin multiplicity: 1
net charge: -1
LUMO level: 3.79 eV
energy above the lowest of the compared OMol25 structures with the same formula, charge and spin: 91.7 kJ/mol
frontier orbital gap: 7.120 eV

***

[2]
The following is a DFT calculation (ωB97M-V with the def2-TZVPD basis set) of 3 unconnected molecules or ions with the total composition C5H15N2O3 at a distorted geometry.

Each line ends with the Löwdin charge.
Element x y z (Å)
O  0.91363  1.97121  -1.19769  0.054
C  0.78051  0.80411  -1.49943  -0.104
C  -0.42006  0.18302  -0.69620  -0.228
C  -0.17745  -0.82612  0.38301  -0.220
C  0.84042  -1.85360  0.23757  -0.152
C  2.10093  -1.57983  0.60030  -0.173
N  3.10405  -2.29267  -0.06908  0.060
N  -1.25732  1.39630  -0.30761  0.198
H  1.42553  0.19430  -2.07205  0.129
H  -0.99644  -0.35865  -1.53767  0.179
H  -1.04424  -1.43717  0.51151  0.080
H  -0.00510  -0.19453  1.31367  0.152
H  0.48334  -2.79349  -0.21945  0.125
H  2.36787  -0.80517  1.29660  0.125
H  2.83481  -3.25189  -0.39772  0.126
H  3.96659  -2.30843  0.37030  0.051
H  -1.11360  1.77695  0.65387  0.077
H  -2.24741  1.23099  -0.40887  0.152
H  -1.00539  2.16480  -0.95541  0.156
H  -3.55239  -1.46313  0.95210  0.041
H  -3.31423  -2.13787  -0.37843  0.055
O  -3.40870  -1.27152  0.03232  -0.043
H  -1.00976  3.01241  2.75395  0.114
H  -0.43507  3.52059  1.41419  0.053
O  -1.01140  2.88579  1.77946  -0.007

total energy: -14543.0517 eV
largest force on an atom: 0.093 Eh/bohr
spin multiplicity: 1
net charge: +1
LUMO level: -2.94 eV
energy above the lowest of the compared OMol25 structures with the same formula, charge and spin: 258.3 kJ/mol
frontier orbital gap: 8.380 eV

***

[3]
The following is a DFT calculation (ωB97M-V with the def2-TZVPD basis set) of 2 unconnected molecules or ions with the total composition C5H15N2S at a distorted geometry.

Each line ends with the Löwdin charge.
Element x y z (Å)
N  -0.75454  -0.28472  -2.34183  -0.002
C  0.71032  -0.48310  -1.91310  -0.300
C  1.38603  0.79988  -1.19607  -0.520
S  0.20823  1.68601  -0.23675  0.943
C  0.44247  -1.57565  -0.73995  -0.145
N  -0.15223  -1.40748  0.64676  -0.195
C  -1.54421  -0.96241  0.93624  -0.066
C  0.65854  -0.78013  1.70423  -0.097
H  -1.38780  0.43090  -1.90512  0.062
H  -0.91696  -0.04294  -3.28577  0.052
H  -0.99204  5.53835  3.55248  0.007
H  1.38584  -0.83340  -2.79527  0.178
H  2.32994  0.54160  -0.71055  0.097
H  1.61266  1.49838  -1.99072  0.076
H  -1.42564  5.00965  3.24621  -0.003
H  1.42963  -2.11360  -0.45772  0.138
H  -0.09869  -2.37579  -1.28754  0.123
H  -1.64884  0.13100  0.98891  0.063
H  -2.07097  -1.55799  1.66668  0.101
H  -2.00395  -1.22301  -0.05658  0.101
H  0.25343  -1.02276  2.73112  0.110
H  0.75011  0.42812  1.62679  0.076
H  1.82867  -1.40095  1.81755  0.200

total energy: -19229.4102 eV
largest force on an atom: 0.097 Eh/bohr
spin multiplicity: 1
net charge: +1
LUMO level: -8.54 eV
energy above the lowest of the compared OMol25 structures with the same formula, charge and spin: 810.8 kJ/mol
frontier orbital gap: 4.603 eV

***

> frontier orbital gap of number 2 (C5H15N2O3)?

8.380 eV